[1]
DFT (ωB97M-V/def2-TZVPD) results for one molecule with the formula C3H6BrNO2S at a distorted geometry.

Element x y z (Å)
Br: -1.86 -0.91 1.26
S: -0.79 0.26 -1.42
O: 0.39 0.45 -2.22
O: -1.71 1.33 -1.14
N: -1.51 -1.13 -2.04
C: 0.86 0.10 0.78
C: -0.38 -0.35 0.24
C: 1.82 0.47 2.16
H: -1.52 -1.03 -3.04
H: 1.51 0.27 -0.03
H: 1.90 1.52 1.96
H: 1.11 0.33 3.11
H: 2.72 -0.13 2.19
H: -2.56 -1.19 -1.81

Calculated values
E_HOMO   -9.62 eV
SMILES   C/C=C(\Br)S(N)(=O)=O
Energy above the lowest of the compared OMol25 structures with the same formula, charge and spin   16.3 kcal per mole
Frontier orbital gap   10.162 eV
Net charge   0
Strongest force on any atom   5.90 eV Å⁻¹

***

[2]
DFT (ωB97M-V/def2-TZVPD) results for C61H69Cl15N10O3V as an isolated structure at a distorted geometry.

Element x y z (Å)
V: 1.62 0.70 -2.52
Cl: 0.12 1.40 5.13
Cl: -8.19 2.01 -2.22
Cl: -5.69 2.38 -3.64
Cl: 3.43 0.43 5.83
Cl: -0.63 -3.36 3.15
Cl: 6.37 -0.81 -1.05
Cl: 6.23 -0.52 1.80
Cl: -2.08 -5.80 2.71
Cl: 2.58 -2.37 5.89
Cl: -5.58 2.03 -0.70
Cl: 8.80 -1.23 0.61
Cl: -2.26 2.87 4.38
Cl: 0.22 4.29 4.74
Cl: 5.22 -1.80 4.84
Cl: 0.60 -5.83 3.93
O: 2.80 1.00 -4.49
O: 2.97 0.42 -1.73
O: 0.25 0.24 -0.74
N: 2.58 -5.71 -0.07
N: -5.73 -2.04 -1.76
N: -2.07 -2.29 9.07
N: 1.57 2.89 -1.98
N: -1.12 -4.60 -0.71
N: -5.59 -0.78 2.09
N: 4.45 3.06 0.64
N: -0.37 1.25 -3.63
N: 1.59 -1.46 -3.06
N: -2.14 4.89 -0.09
C: -2.90 -6.18 -2.20
C: -3.64 -1.01 -2.23
C: -5.70 -2.53 -3.03
C: 1.72 3.76 -3.11
C: -2.05 -2.30 6.29
C: -0.72 -5.71 -1.40
C: -2.41 4.87 1.24
C: -2.39 -4.14 -0.99
C: -0.49 2.75 4.21
C: 4.10 2.88 1.92
C: -3.30 -4.93 -1.61
C: 0.37 -2.11 -3.17
C: 4.62 -5.18 1.19
C: 6.60 3.90 1.24
C: -5.53 0.51 4.47
C: 0.84 -0.02 1.54
C: -2.47 6.04 2.02
C: 2.61 -3.61 -3.85
C: 4.49 -3.76 1.00
C: 1.54 5.74 -1.84
C: -3.23 -2.30 8.41
C: 3.33 -3.35 0.32
C: -4.73 -2.24 -3.90
C: -2.33 7.27 1.39
C: -6.67 0.66 3.67
C: -0.44 -5.07 2.73
C: 2.69 -2.27 -3.46
C: 6.24 3.71 2.60
C: -2.29 2.51 -5.29
C: 1.69 5.15 -3.08
C: -6.42 1.61 -2.26
C: -0.91 -2.34 8.39
C: -3.63 -1.46 -3.57
C: -2.21 7.36 0.01
C: -1.38 1.99 -3.11
C: -1.61 0.37 0.87
C: 1.28 4.91 -0.70
C: -0.85 -2.30 7.00
C: -4.39 -0.23 3.99
C: -4.65 -1.36 -1.30
C: 7.28 -0.33 0.39
C: 1.27 3.57 -0.83
C: -3.27 -2.30 6.99
C: -1.36 1.65 -5.86
C: 3.53 -1.18 5.01
C: 5.01 3.14 2.96
C: -2.36 2.66 -3.88
C: 3.66 -6.07 0.68
C: 0.24 -3.40 -3.59
C: -0.26 -0.25 0.49
C: 4.07 2.46 -6.00
C: 4.10 1.27 -5.04
C: -2.03 6.14 -0.70
C: 5.64 3.56 0.32
C: -1.57 -6.53 -2.12
C: 2.48 -4.33 -0.29
C: -0.51 1.03 -4.97
C: -4.44 -0.82 2.77
C: -6.64 -0.06 2.50
C: 1.34 -4.17 -3.89
C: 5.03 1.45 -3.81
H: -2.68 -3.26 -0.44
H: -1.14 -7.42 -2.54
H: -1.77 1.45 0.87
H: -2.81 -1.10 -4.18
H: -4.08 -2.28 9.07
H: 1.23 -5.16 -4.31
H: 4.62 2.18 -3.10
H: -0.48 -1.55 -2.81
H: -0.50 -1.30 0.34
H: -7.53 1.14 4.11
H: -4.20 -2.35 6.46
H: -4.32 -4.59 -1.63
H: 7.53 4.37 0.94
H: 5.11 0.50 -3.28
H: 0.28 0.49 -5.48
H: 4.35 0.37 -5.61
H: -3.67 -6.72 -2.73
H: 3.16 -2.32 0.06
H: 5.74 3.82 -0.73
H: -3.50 -0.35 4.59
H: 1.86 3.23 -4.04
H: -3.10 2.98 -5.84
H: -1.86 0.15 1.90
H: 1.77 -0.59 1.48
H: -1.96 -2.25 5.22
H: 1.68 -3.99 -0.93
H: -2.45 -0.11 0.36
H: -1.40 1.94 -2.03
H: 5.97 1.74 -4.29
H: -0.04 -5.09 1.71
H: 3.73 3.34 -5.44
H: -0.01 -2.36 8.98
H: 1.60 6.80 -1.67
H: 5.45 -5.51 1.80
H: 7.38 0.75 0.34
H: -2.36 8.15 2.02
H: 0.03 -2.21 6.38
H: 5.26 -3.11 1.39
H: -4.74 -2.74 -4.86
H: -2.46 6.02 3.10
H: 3.13 -1.12 4.00
H: 0.53 -0.32 2.54
H: -3.57 -1.25 2.29
H: -6.54 -3.18 -3.23
H: 4.75 3.11 4.01
H: -1.82 6.25 -1.76
H: -2.27 8.28 -0.55
H: 3.62 -1.72 -3.44
H: -3.11 3.32 -3.48
H: -4.69 -1.10 -0.25
H: 1.08 2.88 -0.03
H: 1.14 5.33 0.28
H: 3.11 2.47 2.07
H: -2.81 -0.37 -1.94
H: 6.92 3.97 3.40
H: -0.32 2.68 3.13
H: -0.79 -3.64 -3.83
H: -6.25 0.55 -2.44
H: 5.10 2.65 -6.31
H: 1.05 1.04 1.70
H: 3.60 -7.13 0.85
H: 3.52 -4.13 -4.13
H: -7.50 -0.01 1.86
H: -2.46 3.87 1.65
H: -1.18 1.45 -6.90
H: -5.52 0.81 5.51
H: 3.60 2.34 -6.97
H: 0.26 -6.12 -1.16
H: 1.83 5.72 -3.99

Calculated values
E_HOMO (spin up / spin down)   -7.50 / -7.53 eV
Frontier orbital gap (spin up / spin down)   7.481 / 7.557 eV
Net charge   0
Strongest force on any atom   4.58 eV Å⁻¹
2S+1   2

***

[3]
DFT (ωB97M-V/def2-TZVPD) results for one molecule with the formula C3H4O3 at a distorted geometry.

Element x y z (Å)
O: 0.18 0.14 0.45
O: -2.94 0.70 -0.20
O: -0.26 -0.93 -1.47
C: -0.59 -0.30 -0.55
C: 1.62 0.18 0.13
C: -2.03 -0.03 0.10
H: 2.11 0.32 1.06
H: 1.87 -0.64 -0.32
H: 2.02 1.05 -0.35
H: -2.00 -0.49 1.17

Calculated values
E_HOMO   -9.95 eV
SMILES   COC(=O)C=O
Energy above the lowest of the compared OMol25 structures with the same formula, charge and spin   51.2 kcal per mole
Frontier orbital gap   10.467 eV
Net charge   0
Strongest force on any atom   5.62 eV Å⁻¹

***

[4]
DFT (ωB97M-V/def2-TZVPD) results for a 2-piece molecular cluster, C9H23N4 overall at a distorted geometry.

Element x y z (Å)
N: 0.24 -0.26 1.34
N: 1.29 0.73 -0.91
N: -0.72 1.53 -1.63
N: -1.10 -0.36 1.63
C: 0.51 -1.99 3.17
C: 2.52 0.96 -0.69
C: 0.64 1.35 -2.11
C: 0.29 0.80 -4.57
C: -3.51 0.28 1.26
C: 1.09 -0.81 2.30
C: 0.72 0.30 -3.22
C: 1.33 0.33 3.29
C: -2.02 0.31 1.04
H: -3.78 1.15 1.85
H: 0.75 1.82 -4.83
H: -3.72 -0.61 1.86
H: 2.92 0.49 0.22
H: 0.87 0.15 -5.38
H: -0.78 0.78 -4.78
H: -0.18 -1.65 3.88
H: 0.62 0.10 0.29
H: 2.38 0.36 3.43
H: 0.00 -2.82 2.47
H: -1.16 1.52 -2.57
H: -1.64 0.77 0.10
H: 0.17 -0.60 -2.87
H: 3.09 1.57 -1.31
H: 2.03 -1.26 1.80
H: -1.36 -0.99 2.35
H: -4.14 0.34 0.31
H: 1.19 2.29 -2.45
H: 0.72 0.27 4.19
H: 1.24 1.16 2.69
H: -0.93 2.55 -1.36
H: 1.72 0.05 -3.16
H: 1.32 -2.51 3.67

Calculated values
E_HOMO (spin up / spin down)   -11.81 / -11.81 eV
Energy above the lowest of the compared OMol25 structures with the same formula, charge and spin   74.4 kcal per mole
Frontier orbital gap (spin up / spin down)   9.012 / 9.013 eV
Net charge   +1
Strongest force on any atom   4.06 eV Å⁻¹

***

[5]
DFT (ωB97M-V/def2-TZVPD) results for C28H26MoN2O3PS4 as an isolated structure at a distorted geometry.

Element x y z (Å)
Mo: -0.39 -0.21 -0.15
S: -1.99 0.84 3.17
S: -1.90 -1.56 -1.77
S: 0.21 -1.42 2.31
S: 0.06 1.69 1.38
P: -0.10 1.56 -1.82
O: -4.16 -1.68 1.47
O: 1.22 -0.67 -0.38
O: 2.45 -1.07 -0.52
N: -0.54 -3.13 0.36
N: -2.38 -0.28 0.60
C: -3.54 0.63 -1.49
C: 2.16 3.16 -1.38
C: 2.33 -0.59 3.86
C: 4.36 2.54 -2.11
C: -4.34 1.60 -1.02
C: -1.00 3.10 -1.48
C: 1.33 -2.78 1.82
C: 1.38 -0.22 2.91
C: -2.50 -3.12 -1.00
C: -4.48 2.13 0.31
C: -0.97 -5.14 -0.83
C: 1.30 1.11 2.49
C: -0.58 1.18 -3.53
C: -3.93 1.73 1.47
C: -2.47 -0.10 -0.84
C: 0.57 -3.66 0.87
C: 2.17 2.05 3.02
C: -1.30 -3.85 -0.46
C: 2.50 1.10 -2.58
C: -3.02 0.60 1.75
C: 3.85 1.37 -2.67
C: 3.20 0.36 4.37
C: 1.64 2.00 -1.94
C: 0.20 -5.69 -0.32
C: 3.52 3.43 -1.47
C: 0.99 -4.94 0.54
C: -3.41 -0.78 1.42
C: 3.12 1.68 3.95
H: -0.76 3.47 -0.48
H: 2.10 0.19 -3.01
H: 1.60 -3.33 2.72
H: 0.50 -6.69 -0.60
H: 1.91 -5.34 0.94
H: 2.38 -1.61 4.20
H: 3.79 2.42 4.37
H: 1.51 3.87 -0.88
H: -3.67 0.37 -2.53
H: -1.62 -5.71 -1.49
H: 3.93 0.06 5.11
H: -5.02 2.04 -1.74
H: 2.22 -2.37 1.36
H: -2.07 2.91 -1.55
H: -0.23 2.00 -4.16
H: 3.91 4.34 -1.05
H: 4.51 0.67 -3.15
H: -4.19 2.25 2.37
H: -3.20 -2.86 -0.20
H: -0.72 3.84 -2.23
H: 2.09 3.08 2.70
H: -3.01 -3.68 -1.77
H: 5.42 2.75 -2.18
H: -5.15 2.97 0.40
H: -0.14 0.25 -3.86
H: -1.67 1.11 -3.61

Calculated values
E_HOMO (spin up / spin down)   -10.40 / -10.60 eV
Energy above the lowest of the compared OMol25 structures with the same formula, charge and spin   71.7 kcal per mole
Frontier orbital gap (spin up / spin down)   6.882 / 5.803 eV
Net charge   +1
Strongest force on any atom   3.55 eV Å⁻¹
2S+1   3

***

[6]
DFT (ωB97M-V/def2-TZVPD) results for C39H25Br3F4N2OPPdS as an isolated structure at a distorted geometry.

Element x y z (Å)
Pd: 0.25 0.25 0.27
Br: -4.31 2.58 -0.02
Br: 1.00 -2.31 1.21
Br: -1.61 7.52 -0.28
S: -2.08 -2.30 -1.24
P: 2.59 0.25 -0.05
F: 5.08 -5.17 -0.24
F: 2.59 -4.81 0.84
F: 5.37 -0.56 -1.03
F: 6.46 -2.98 -1.17
O: -1.50 1.54 0.13
N: 0.83 2.86 0.47
N: -1.61 -1.17 -0.22
C: -3.86 -2.07 -1.47
C: 3.36 -1.41 -0.14
C: -2.20 -6.23 1.12
C: -1.35 -4.94 -0.72
C: -2.89 -5.12 1.59
C: 2.95 0.55 -2.71
C: 4.65 -1.60 -0.63
C: -1.43 -6.15 -0.03
C: -0.28 3.57 0.23
C: -5.76 -0.62 -1.50
C: 2.53 1.07 3.94
C: 2.70 -2.53 0.37
C: 4.48 0.91 1.95
C: 1.95 3.51 0.69
C: 2.16 0.80 2.63
C: 0.92 5.65 0.40
C: 3.27 -3.79 0.34
C: 2.04 4.91 0.66
C: -0.30 4.99 0.18
C: -6.01 -2.97 -1.98
C: 3.87 1.27 4.25
C: 3.33 1.09 -1.47
C: 4.28 2.12 -1.41
C: -6.57 -1.71 -1.81
C: -2.72 4.93 -0.15
C: 4.54 1.96 -3.80
C: -1.51 2.80 0.10
C: 5.25 -2.86 -0.68
C: 4.55 -3.97 -0.20
C: 3.13 0.72 1.63
C: -4.65 -3.16 -1.82
C: -4.39 -0.79 -1.36
C: -2.72 3.55 -0.03
C: -1.54 5.65 -0.07
C: -2.07 -3.87 -0.24
C: 4.89 2.54 -2.58
C: -2.82 -3.91 0.91
C: 3.57 0.97 -3.86
C: 4.83 1.20 3.26
H: -6.63 -3.81 -2.25
H: 1.78 1.12 4.71
H: 0.96 6.73 0.39
H: -7.63 -1.57 -1.93
H: 2.21 -0.24 -2.74
H: 5.87 1.35 3.51
H: 4.58 2.54 -0.47
H: -3.49 -5.18 2.48
H: -0.91 -7.01 -0.40
H: -6.18 0.37 -1.38
H: 5.24 0.83 1.19
H: -0.77 -4.88 -1.63
H: 2.98 5.39 0.86
H: -2.36 -0.63 0.23
H: -3.65 5.46 -0.31
H: -4.22 -4.14 -1.94
H: 3.30 0.53 -4.81
H: -2.27 -7.17 1.66
H: -3.76 0.06 -1.18
H: 5.03 2.29 -4.71
H: 5.65 3.30 -2.54
H: 2.83 2.93 0.93
H: 1.09 0.63 2.40
H: 4.15 1.48 5.27
H: -3.38 -3.06 1.27

Calculated values
E_HOMO (spin up / spin down)   -15.31 / -15.30 eV
Energy above the lowest of the compared OMol25 structures with the same formula, charge and spin   37.9 kcal per mole
Frontier orbital gap (spin up / spin down)   3.097 / 3.076 eV
Net charge   +3
Strongest force on any atom   3.28 eV Å⁻¹